1.
ORCA calculation (ωB97M-V/def2-TZVPD) on an isolated molecule of C4H6N2O.

The geometry in XYZ format:
```
13
C4H6N2O, DFT ωB97M-V/def2-TZVPD
C -2.20 0.66 0.08
N 0.80 -0.73 -0.62
C 1.35 0.28 0.23
H -1.87 1.42 -0.61
H -3.08 0.86 0.68
H -0.72 -1.88 -1.19
C -0.43 -1.04 -0.56
N 2.69 0.40 -0.01
O 0.77 0.95 1.06
H 3.21 1.04 0.57
H -2.12 -1.24 0.79
H 3.17 -0.22 -0.63
C -1.58 -0.51 0.21
```

orbital gap: 0.3593 hartree
ΔE to the lowest compared entry with this formula, charge and spin: 133.3 kJ/mol
DFT total energy: -340.74413 Eh
largest force on an atom: 0.6 eV/Å
molecular weight: 98.10 g/mol



2.
ORCA calculation (ωB97M-V/def2-TZVPD) on an isolated molecule of C4H6N2O.

The geometry in XYZ format:
```
13
C4H6N2O, DFT ωB97M-V/def2-TZVPD
C -0.56 0.21 0.45
C 1.87 -0.13 -0.40
C -1.93 -0.12 -0.10
C 0.54 0.36 -0.57
O 2.69 -1.17 -0.52
H -2.02 0.16 -1.16
N -0.28 0.38 1.68
N 1.84 1.09 -0.14
H 0.19 0.61 -1.57
H -2.72 0.39 0.46
H 3.59 -0.85 -0.34
H -2.11 -1.20 -0.03
H -1.13 0.29 2.25
```

orbital gap: 0.3881 hartree
ΔE to the lowest compared entry with this formula, charge and spin: 269.1 kJ/mol
DFT total energy: -340.69242 Eh
largest force on an atom: 0.6 eV/Å
molecular weight: 98.10 g/mol